96
Properties=species:S:1:pos:R:3 method="wB97M-V/def2-TZVPD" orbital_gap_ev=8.9 e_above_lowest_kcal_mol=0.00 max_force_ev_per_a=1.7 total_energy_ev=-89473.3440
C 3.256 0.802 4.456
N 2.707 -0.570 4.238
O 2.690 -1.329 5.182
O 2.422 -0.892 3.100
H 2.476 1.354 4.974
H 3.471 1.213 3.478
H 4.138 0.710 5.076
C -0.381 -0.317 0.875
N -0.006 -0.599 -0.524
O 0.331 -1.735 -0.797
O -0.014 0.325 -1.318
H -0.871 -1.207 1.258
H -1.112 0.477 0.894
H 0.533 -0.150 1.440
C -0.031 -3.246 3.064
C 0.262 -4.201 4.238
O -0.962 -4.905 4.490
S -2.150 -3.903 4.157
O -2.155 -2.862 5.118
O -3.319 -4.624 3.891
O -1.454 -3.369 2.839
H 0.410 -3.527 2.115
H 0.210 -2.231 3.376
H 0.572 -3.695 5.152
H 1.032 -4.937 4.016
C -4.261 0.548 -2.418
C -2.958 -0.165 -2.742
O -2.783 -1.170 -1.724
S -3.930 -1.090 -0.627
O -3.343 -1.066 0.658
O -4.931 -2.025 -0.934
O -4.409 0.373 -0.992
H -5.114 0.096 -2.920
H -4.209 1.619 -2.560
H -2.075 0.473 -2.669
H -2.911 -0.586 -3.746
C -1.356 -4.060 -5.343
O -1.687 -4.868 -6.173
N -0.380 -4.209 -4.422
C -0.037 -3.142 -3.490
C 0.301 -5.471 -4.220
H -1.861 -3.076 -5.273
H -0.726 -2.301 -3.475
H 0.955 -2.765 -3.760
H 0.032 -3.527 -2.473
H 1.384 -5.315 -4.259
H 0.002 -5.908 -3.270
H 0.087 -6.112 -5.074
C -1.041 4.781 -2.629
O 0.116 4.589 -2.927
N -1.512 4.818 -1.352
C -2.882 5.204 -1.036
C -0.612 4.646 -0.256
H -1.839 4.949 -3.375
H -2.872 6.197 -0.575
H -3.324 4.472 -0.362
H -3.455 5.309 -1.956
H -0.872 3.777 0.350
H 0.393 4.485 -0.637
H -0.614 5.531 0.390
C 4.355 3.091 1.032
O 5.460 3.100 1.517
N 3.685 1.979 0.639
C 2.358 2.075 0.062
C 4.287 0.671 0.763
H 3.737 3.993 0.892
H 2.256 2.956 -0.571
H 1.574 2.055 0.826
H 2.205 1.224 -0.605
H 3.709 0.006 1.410
H 4.335 0.210 -0.227
H 5.282 0.773 1.184
C 2.032 1.492 -3.767
O 2.201 2.655 -4.057
N 3.019 0.696 -3.288
C 2.792 -0.629 -2.743
C 4.388 1.154 -3.260
H 1.045 1.011 -3.858
H 1.742 -0.899 -2.689
H 3.095 -0.543 -1.689
H 3.357 -1.432 -3.217
H 4.788 1.192 -2.242
H 5.014 0.506 -3.882
H 4.469 2.150 -3.688
C -1.269 0.189 4.139
O -0.125 0.532 3.879
N -2.399 0.724 3.628
C -2.398 1.891 2.775
C -3.646 0.083 3.907
H -1.519 -0.646 4.804
H -2.920 1.661 1.849
H -1.352 2.145 2.607
H -2.822 2.735 3.323
H -3.515 -0.797 4.539
H -4.355 0.731 4.434
H -4.191 -0.329 3.052